Density functional theory data (ωB97M-V/def2-TZVPD) for a 18-piece molecular cluster, C69H118O33 overall at a distorted geometry.

Properties
LUMO energy in eV: 0.3150
Gap between HOMO and LUMO in eV: 9.77
Spin multiplicity: 1
Charge: 0
E_HOMO in eV: -9.5
Electronic energy in hartree: -5182.979741

Geometry (Å):
1 C 17.40862 22.87997 11.77770
2 C 16.17048 22.10609 11.87294
3 O 15.91812 21.46739 12.89730
4 C 15.18756 22.12932 10.74872
5 H 17.07774 23.94586 11.98654
6 H 17.75604 22.88143 10.76203
7 H 18.14970 22.50554 12.46430
8 H 14.28952 21.57287 11.17404
9 H 15.67731 21.58206 9.95417
10 H 15.00246 23.10758 10.34735
11 C 17.20013 14.01036 14.27028
12 C 17.40648 15.47181 13.96943
13 O 17.85617 15.78650 12.86098
14 C 17.03129 16.49570 14.96100
15 H 17.97028 13.35877 13.84704
16 H 16.23888 13.66848 13.89645
17 H 17.17190 13.78191 15.35971
18 H 17.21579 17.51568 14.55509
19 H 17.54240 16.25636 15.91942
20 H 15.93493 16.43105 15.11827
21 C 15.65672 16.84233 20.04235
22 C 16.99262 16.28906 19.62462
23 O 17.24773 15.94190 18.52401
24 C 18.02508 15.99681 20.71177
25 H 15.50911 17.67580 19.33654
26 H 15.67092 17.26158 21.09864
27 H 14.81441 16.09712 19.81924
28 H 17.82792 15.16226 21.34185
29 H 18.18418 16.87681 21.36347
30 H 18.91529 15.80308 20.13625
31 O 13.57902 16.17656 14.85069
32 C 12.71542 16.78698 14.25885
33 O 12.80121 18.09331 13.94990
34 C 11.82619 18.52347 12.98248
35 C 10.69092 17.44102 13.06946
36 C 11.37314 16.25280 13.74307
37 H 12.30322 18.45662 12.00009
38 H 11.54642 19.53840 13.29780
39 H 10.40344 17.31148 12.01139
40 H 9.75923 17.77435 13.60467
41 H 11.62138 15.49193 13.00397
42 H 10.93894 15.76066 14.59272
43 O 17.83900 9.34744 11.43502
44 C 18.14637 9.54155 12.57089
45 O 18.91179 8.70416 13.38547
46 C 19.43253 9.37804 14.59405
47 C 18.46909 10.55846 14.74135
48 C 17.82686 10.78848 13.39740
49 H 20.46258 9.66974 14.30282
50 H 19.44928 8.65450 15.38168
51 H 19.07241 11.36719 15.13924
52 H 17.69221 10.30934 15.40957
53 H 18.14129 11.66692 12.79920
54 H 16.76799 10.89790 13.41355
55 O 20.10026 15.20577 18.13774
56 C 20.09040 13.97430 18.17297
57 O 21.09728 13.27186 17.66873
58 C 20.79697 11.79054 17.87240
59 C 19.33230 11.68205 18.19529
60 C 19.04145 13.09651 18.84432
61 H 21.42200 11.41554 18.68289
62 H 21.13676 11.19971 16.99154
63 H 19.15467 10.87576 18.86137
64 H 18.73034 11.55127 17.31615
65 H 19.29916 13.08306 19.88760
66 H 18.06868 13.48984 18.66479
67 O 12.68712 14.89762 10.68260
68 C 13.62272 15.63286 10.48574
69 O 13.60551 16.81153 11.24587
70 C 14.84724 17.52640 11.01172
71 C 15.22984 17.08469 9.62047
72 C 14.82901 15.54968 9.67298
73 H 15.58716 17.21848 11.72858
74 H 14.57729 18.53271 11.03679
75 H 16.30684 17.18033 9.52720
76 H 14.62231 17.50788 8.81035
77 H 15.54052 14.95856 10.25084
78 H 14.72863 15.08308 8.69191
79 O 15.93822 12.82718 11.56254
80 C 15.53526 11.80498 11.03751
81 O 15.03833 10.73470 11.74581
82 C 14.82779 9.63834 10.83660
83 C 14.55672 10.26655 9.50408
84 C 15.60720 11.36346 9.58278
85 H 14.06298 8.94395 11.20616
86 H 15.71407 9.04668 10.79934
87 H 13.52505 10.67756 9.47550
88 H 14.74782 9.52452 8.72128
89 H 15.51007 12.21226 8.90032
90 H 16.59957 10.91478 9.37343
91 O 9.99506 15.92561 17.37348
92 C 10.51787 16.68781 18.13738
93 O 9.88406 17.31378 19.22360
94 C 10.69147 18.30190 19.86474
95 C 12.16748 18.00861 19.41748
96 C 12.00403 17.19481 18.19973
97 H 10.51344 18.22099 20.98803
98 H 10.31360 19.28612 19.42871
99 H 12.68885 17.51158 20.22770
100 H 12.66614 18.92178 19.17824
101 H 12.69187 16.37018 18.10665
102 H 12.00075 17.82906 17.30714
103 O 17.09493 14.19847 7.77340
104 C 18.11286 13.92934 8.36595
105 O 18.78698 12.81007 8.04541
106 C 20.09240 12.81251 8.68538
107 C 19.77525 13.55524 10.00062
108 C 18.88055 14.62650 9.50949
109 H 20.77822 13.39218 8.07707
110 H 20.42913 11.78000 8.70993
111 H 20.69962 13.89832 10.51766
112 H 19.23291 12.86399 10.68824
113 H 19.44069 15.45950 9.12909
114 H 18.09822 14.92679 10.14475
115 O 17.51510 20.07203 17.75639
116 C 16.55644 20.05504 17.02160
117 O 15.39596 19.57576 17.43290
118 C 14.35409 19.68398 16.42977
119 C 15.00419 20.20842 15.15046
120 C 16.46808 20.51161 15.65116
121 H 13.62092 20.32821 16.96218
122 H 13.88523 18.69800 16.46460
123 H 14.50786 21.09763 14.73924
124 H 14.97685 19.52619 14.33651
125 H 16.78168 21.51074 15.52130
126 H 17.14381 19.90623 15.01879
127 O 19.23431 21.70499 20.99606
128 C 19.55091 20.74096 20.33887
129 O 20.23728 20.85618 19.17701
130 C 20.59782 19.60723 18.60579
131 C 19.78102 18.55506 19.36627
132 C 19.26888 19.31747 20.66859
133 H 21.70329 19.40402 18.68365
134 H 20.35360 19.72943 17.56528
135 H 20.30680 17.61515 19.50454
136 H 18.87087 18.27870 18.78920
137 H 19.81915 19.19029 21.62758
138 H 18.23891 19.24230 20.91097
139 O 21.04709 12.11653 13.35444
140 C 22.25630 12.09112 13.37338
141 O 22.87712 11.71394 14.44394
142 C 24.33824 11.77220 14.29927
143 C 24.53720 11.94187 12.78518
144 C 23.17293 12.46306 12.29206
145 H 24.81358 10.92828 14.78736
146 H 24.72536 12.62016 14.78280
147 H 24.82297 11.00636 12.31942
148 H 25.30874 12.64906 12.54128
149 H 22.93556 11.96212 11.33777
150 H 23.06633 13.57796 12.17323
151 O 20.20015 17.62663 8.84967
152 C 20.65846 18.32459 9.72089
153 O 20.04436 18.53920 10.88488
154 C 18.70926 18.13657 10.93655
155 C 17.84461 19.30704 11.06055
156 C 21.95882 19.02562 9.67054
157 H 18.61305 17.56856 11.83416
158 H 18.40535 17.61835 10.06473
159 H 17.74453 19.99352 10.18371
160 H 18.15754 19.92005 11.92993
161 H 16.80174 19.06850 11.18717
162 H 21.95359 19.64854 8.75796
163 H 22.73978 18.26124 9.62154
164 H 22.04637 19.64247 10.55830
165 O 22.67911 16.11438 10.77702
166 C 22.99492 16.51791 11.84832
167 O 22.30075 16.26458 13.00681
168 C 21.05319 15.43062 13.00273
169 C 20.83929 14.89707 14.36628
170 C 24.24508 17.30640 12.04328
171 H 21.04742 14.51855 12.33911
172 H 20.26829 16.06274 12.72535
173 H 19.89335 14.40761 14.33330
174 H 20.68044 15.71329 15.03421
175 H 21.56198 14.21094 14.76025
176 H 24.04040 18.33437 12.44110
177 H 24.63775 17.38744 11.03915
178 H 24.85183 16.82915 12.76648
179 O 16.46666 11.99369 17.16943
180 C 15.34397 12.42535 17.19019
181 O 14.30336 11.57634 17.25239
182 C 14.60813 10.16009 17.16905
183 C 13.22597 9.54564 16.78948
184 C 14.85436 13.92292 17.19793
185 H 14.93568 9.67829 18.09429
186 H 15.35515 9.98453 16.36650
187 H 13.34857 8.52106 16.47401
188 H 12.79090 10.04264 15.95871
189 H 12.57427 9.55153 17.68953
190 H 14.70000 14.19590 18.26431
191 H 13.90839 13.89476 16.64696
192 H 15.60521 14.50735 16.70604
193 O 11.03988 10.35654 11.56454
194 C 11.50125 9.97852 12.63920
195 O 11.97387 10.83736 13.54564
196 C 12.18530 12.22385 13.19481
197 C 12.24377 12.96501 14.49906
198 C 11.39661 8.58170 13.18935
199 H 11.33720 12.61714 12.56402
200 H 13.11660 12.23704 12.65662
201 H 13.20238 12.71172 15.06714
202 H 11.31938 12.96235 15.13180
203 H 12.35631 14.02873 14.28274
204 H 10.75363 7.92683 12.61231
205 H 11.02314 8.67461 14.19217
206 H 12.37231 8.13035 13.29067
207 O 19.77765 22.38166 14.27675
208 C 20.29410 21.92527 15.27366
209 O 20.54855 20.59234 15.46243
210 C 20.08113 19.84056 14.32988
211 C 20.09865 18.34407 14.61751
212 C 20.42776 22.66380 16.57838
213 H 20.65208 20.15971 13.48502
214 H 19.04046 20.10504 14.07498
215 H 21.08195 17.91605 14.63360
216 H 19.48932 17.90111 13.78897
217 H 19.68748 18.29444 15.62433
218 H 20.60062 23.71082 16.45597
219 H 21.13819 22.23400 17.29916
220 H 19.55538 22.53672 17.22073

Here are the Löwdin charges for atoms 1 to 99, given in e: number 1, C, carries -0.01; number 2, C, carries -0.52; number 3, O, carries 0.03; number 4, C, carries -0.01; number 5, H, carries 0.13; number 6, H, carries 0.08; number 7, H, carries 0.06; number 8, H, carries 0.11; number 9, H, carries 0.08; number 10, H, carries 0.08; number 11, C, carries 0.00; number 12, C, carries -0.46; number 13, O, carries 0.02; number 14, C, carries 0.00; number 15, H, carries 0.06; number 16, H, carries 0.09; number 17, H, carries 0.08; number 18, H, carries 0.08; number 19, H, carries 0.10; number 20, H, carries 0.08; number 21, C, carries -0.01; number 22, C, carries -0.52; number 23, O, carries 0.08; number 24, C, carries -0.01; number 25, H, carries 0.07; number 26, H, carries 0.10; number 27, H, carries 0.09; number 28, H, carries 0.07; number 29, H, carries 0.08; number 30, H, carries 0.05; number 31, O, carries 0.09; number 32, C, carries -0.47; number 33, O, carries -0.01; number 34, C, carries -0.12; number 35, C, carries -0.11; number 36, C, carries -0.07; number 37, H, carries 0.10; number 38, H, carries 0.13; number 39, H, carries 0.12; number 40, H, carries 0.12; number 41, H, carries 0.10; number 42, H, carries 0.11; number 43, O, carries 0.12; number 44, C, carries -0.41; number 45, O, carries -0.01; number 46, C, carries -0.10; number 47, C, carries -0.15; number 48, C, carries -0.08; number 49, H, carries 0.12; number 50, H, carries 0.11; number 51, H, carries 0.10; number 52, H, carries 0.08; number 53, H, carries 0.11; number 54, H, carries 0.10; number 55, O, carries 0.06; number 56, C, carries -0.48; number 57, O, carries 0.04; number 58, C, carries -0.10; number 59, C, carries -0.14; number 60, C, carries -0.04; number 61, H, carries 0.12; number 62, H, carries 0.12; number 63, H, carries 0.11; number 64, H, carries 0.06; number 65, H, carries 0.12; number 66, H, carries 0.09; number 67, O, carries 0.11; number 68, C, carries -0.44; number 69, O, carries -0.03; number 70, C, carries -0.16; number 71, C, carries -0.09; number 72, C, carries -0.06; number 73, H, carries 0.12; number 74, H, carries 0.10; number 75, H, carries 0.10; number 76, H, carries 0.13; number 77, H, carries 0.11; number 78, H, carries 0.13; number 79, O, carries 0.09; number 80, C, carries -0.43; number 81, O, carries 0.00; number 82, C, carries -0.18; number 83, C, carries -0.13; number 84, C, carries -0.07; number 85, H, carries 0.13; number 86, H, carries 0.09; number 87, H, carries 0.13; number 88, H, carries 0.13; number 89, H, carries 0.12; number 90, H, carries 0.14; number 91, O, carries 0.12; number 92, C, carries -0.40; number 93, O, carries -0.03; number 94, C, carries -0.14; number 95, C, carries -0.16; number 96, C, carries -0.09; number 97, H, carries 0.14; number 98, H, carries 0.14; number 99, H, carries 0.10